[1]
C4H6O as an isolated structure. Source: the OMol25 dataset; level of theory: ωB97M-V with the def2-TZVPD basis set.

The geometry in XYZ format:
```
11
C4H6O, DFT ωB97M-V with the def2-TZVPD basis set
O 2.607 0.224 0.198
C 1.469 -0.091 -0.108
C 0.376 -0.452 0.737
C -0.703 0.738 -0.515
C -0.999 -0.520 0.157
H 1.105 -0.037 -1.158
H 0.526 -0.603 1.816
H -0.731 1.696 -0.025
H -0.667 0.783 -1.611
H -1.714 -0.359 0.962
H -1.269 -1.379 -0.453
```

Output
Gap between HOMO and LUMO (eV): 8.32
Energy above the lowest of the compared OMol25 structures with the same formula, charge and spin (kJ/mol): 274.89
Net charge: 0

---

[2]
A single C5H6O3 molecule. Source: the OMol25 dataset; level of theory: ωB97M-V with the def2-TZVPD basis set.

The geometry in XYZ format:
```
14
C5H6O3, DFT ωB97M-V with the def2-TZVPD basis set
O 0.410 2.291 -0.662
C 0.431 1.120 -0.318
C 0.593 0.026 -1.456
C -0.392 -1.090 -0.795
C -0.537 -0.661 0.693
O -1.225 -1.198 1.593
C 0.195 0.573 1.020
O -0.460 1.335 1.954
H 1.714 -0.289 -1.535
H 0.192 0.449 -2.319
H -1.500 -1.311 -1.096
H 0.147 -2.109 -0.770
H 1.219 0.341 1.233
H -0.788 0.523 2.458
```

Output
Gap between HOMO and LUMO (eV): 9.90
SMILES: O=C1CCC(=O)C1O
Energy above the lowest of the compared OMol25 structures with the same formula, charge and spin (kJ/mol): 145.61
Net charge: 0

---

[3]
C15H14F3N9PdS as an isolated structure. Source: the OMol25 dataset; level of theory: ωB97M-V with the def2-TZVPD basis set.

The geometry in XYZ format:
```
43
C15H14F3N9PdS, DFT ωB97M-V with the def2-TZVPD basis set
Pd 2.202 0.251 -0.241
N 2.242 -0.339 4.005
C 2.035 -0.280 2.673
S 3.287 0.504 1.733
N 0.922 -0.819 2.235
N 0.806 -0.696 0.887
C -0.273 -1.045 0.282
C -1.464 -1.594 0.972
C -1.437 -2.865 1.536
C -2.564 -3.363 2.169
C -3.716 -2.592 2.248
C -3.741 -1.320 1.693
C -2.618 -0.818 1.052
C -0.275 -0.829 -1.188
C -1.335 -1.218 -1.987
C -1.281 -0.970 -3.350
C -0.166 -0.349 -3.883
C 0.871 0.000 -3.030
N 0.819 -0.232 -1.722
H 3.071 0.056 4.408
H 1.546 -0.763 4.592
H -0.530 -3.453 1.485
H -2.543 -4.353 2.607
H -4.594 -2.982 2.746
H -4.636 -0.716 1.765
H -2.610 0.178 0.626
H -2.191 -1.699 -1.536
H -2.105 -1.262 -3.987
H -0.084 -0.139 -4.939
H 1.768 0.480 -3.393
N 1.783 3.821 0.321
N 0.630 3.242 -0.194
N 0.134 3.563 -1.365
C -0.951 2.798 -1.388
N -1.089 2.059 -0.280
N -0.047 2.361 0.472
H 2.505 3.692 -0.383
H 2.023 3.255 1.134
H -1.636 2.779 -2.218
F 2.982 2.250 -2.107
C 3.551 1.211 -1.377
F 4.602 1.791 -0.742
F 4.106 0.407 -2.333
```

Output
Gap between HOMO and LUMO (eV): 7.52
Energy above the lowest of the compared OMol25 structures with the same formula, charge and spin (kJ/mol): 0.00
Net charge: 0

---

[4]
C30H43F5OP2Re as an isolated structure. Source: the OMol25 dataset; level of theory: ωB97M-V with the def2-TZVPD basis set.

The geometry in XYZ format:
```
82
C30H43F5OP2Re, DFT ωB97M-V with the def2-TZVPD basis set
Re -0.083 -1.691 -1.672
C -0.526 -2.896 0.186
C 0.887 -3.026 -0.201
C 0.773 -1.485 1.529
C -0.545 -1.923 1.280
C 1.642 -2.113 0.630
C -1.505 -4.028 0.092
H -1.274 -4.692 -0.744
H -2.538 -3.683 -0.031
H -1.454 -4.617 1.020
C -1.665 -1.690 2.224
H -2.626 -2.044 1.826
H -1.757 -0.618 2.463
H -1.483 -2.207 3.187
C 1.152 -0.575 2.649
H 1.001 -1.064 3.631
H 0.531 0.341 2.638
H 2.209 -0.289 2.573
C 3.115 -1.987 0.639
H 3.538 -2.678 1.386
H 3.447 -0.974 0.917
H 3.579 -2.242 -0.323
C 1.499 -4.330 -0.628
H 1.626 -4.960 0.269
H 2.493 -4.171 -1.056
H 0.881 -4.867 -1.355
C -1.022 -0.848 -3.283
C -1.014 -2.341 -3.253
C -0.030 -3.090 -4.115
C 1.446 -2.775 -3.754
C 1.648 -1.955 -2.513
C 1.351 -0.528 -2.381
C 1.209 0.308 -3.648
C -0.151 -0.069 -4.263
H -0.201 -2.848 -5.172
H 1.979 -2.310 -4.589
H -0.240 -4.171 -4.051
H -0.031 -0.621 -5.209
H -2.009 -0.394 -3.196
H -2.004 -2.783 -3.190
H -0.679 0.866 -4.490
H 1.246 1.378 -3.365
H 1.782 0.015 -1.537
H 2.060 0.114 -4.333
H 1.907 -3.756 -3.581
H 2.559 -2.235 -2.012
P -1.670 0.616 -0.043
P 1.664 1.797 0.443
C -0.953 2.046 -1.001
C 0.409 2.681 -0.587
H -1.742 2.807 -0.925
H -0.927 1.724 -2.050
H 0.947 2.997 -1.493
H 0.203 3.590 -0.004
C 2.263 2.944 1.712
H 3.085 2.449 2.255
H 1.455 3.154 2.423
H 2.624 3.863 1.235
C 3.217 1.736 -0.552
H 3.251 2.562 -1.272
H 3.320 0.785 -1.088
H 4.075 1.811 0.130
C -2.956 1.340 1.023
H -3.494 0.518 1.512
H -3.643 1.912 0.389
H -2.510 1.976 1.787
C -2.976 -0.271 -1.015
H -2.603 -1.191 -1.496
H -3.347 0.427 -1.776
H -3.791 -0.585 -0.346
F -2.461 6.282 5.688
C -2.016 5.270 4.924
C -1.724 5.513 3.576
F -1.901 6.742 3.048
C -1.254 4.480 2.792
F -1.015 4.695 1.470
C -1.025 3.173 3.331
O -0.552 2.238 2.609
C -1.387 2.961 4.693
F -1.262 1.723 5.195
C -1.858 3.997 5.466
F -2.172 3.786 6.759
```

Output
Gap between HOMO and LUMO (alpha / beta) (eV): 5.93 / 4.11
Spin multiplicity: 4
Net charge: +2